[1]
Formula: C6H13N
Source: the Open Molecules 2025 dataset
Level of theory: the ωB97M-V functional and the def2-TZVPD basis

XYZ file:
```
20
Properties=species:S:1:pos:R:3:forces:R:3:lowdin_charge:R:1
C 1.1718 -1.8416 -0.0246 -0.027 -0.690 0.343 -0.10
N 0.8062 -0.4558 0.0104 0.203 0.490 -0.309 -0.21
C 0.4933 0.1441 1.3036 0.475 -0.840 0.003 -0.18
C -1.0173 0.4312 1.3170 -0.055 0.709 -0.679 -0.15
C -1.4696 0.1224 -0.1343 -0.564 -1.032 0.182 -0.16
C -0.1749 0.0615 -0.9448 0.171 0.353 0.164 -0.36
C 0.2540 1.4840 -1.3865 0.437 -0.141 0.516 -0.04
H 0.7217 -2.4559 0.7682 -0.388 0.098 0.039 0.08
H 0.9009 -2.3107 -0.9701 0.002 0.141 -0.105 0.08
H 2.2405 -2.0078 0.1242 0.207 0.239 -0.182 0.07
H 1.1600 0.9853 1.4775 -0.365 0.565 -0.028 0.11
H 0.7703 -0.5574 2.0825 -0.025 -0.277 0.229 0.10
H -1.5473 -0.2470 1.9760 0.000 0.159 0.324 0.10
H -1.2192 1.4665 1.5975 -0.079 -0.109 0.135 0.10
H -2.2555 0.7293 -0.5809 0.178 0.521 0.212 0.11
H -1.9397 -0.8692 -0.0683 0.283 -0.039 -0.343 0.10
H -0.2238 -0.6198 -1.7854 -0.087 -0.061 -0.239 0.13
H -0.1710 2.2076 -0.6876 -0.190 0.176 -0.249 0.07
H 1.3256 1.5452 -1.2148 0.207 0.012 -0.207 0.07
H 0.0761 1.7926 -2.4207 -0.385 -0.274 0.195 0.07
```
Forces are in eV/Å.

Calculated values
net charge	0
relative energy (zero: lowest compared OMol25 entry of this formula, charge and spin)	54.9	kJ/mol
orbital gap	9.09	eV
structure (SMILES)	C[C@@H]1CCCN1C

[2]
Formula: C5H12NS
Source: the Open Molecules 2025 dataset
Level of theory: the ωB97M-V functional and the def2-TZVPD basis

XYZ file:
```
19
Properties=species:S:1:pos:R:3:forces:R:3:lowdin_charge:R:1
C 0.7441 2.0181 0.3570 0.880 -0.413 1.443 0.05
C -0.5821 -1.3860 0.6632 -0.510 0.134 3.080 -0.30
C 0.9353 1.2876 -0.7117 1.035 -1.846 -0.663 -0.21
C 0.0851 -1.6262 -0.4000 0.297 -0.529 -2.526 -0.45
C -0.2630 -1.6563 2.1099 1.707 -0.812 -0.177 -0.07
N 0.2930 1.3669 -2.0643 0.236 0.274 0.528 0.10
S -0.8013 -1.4328 -1.9800 2.052 -0.787 -0.518 0.88
H 0.1526 2.9047 0.4822 -0.396 0.134 -0.198 0.07
H 1.3071 1.6571 1.2735 -0.708 0.724 -1.248 0.11
H -1.4774 -0.8704 0.4994 -1.730 0.426 0.214 0.07
H 1.6598 0.4180 -0.6680 -1.075 1.262 -0.239 0.13
H 1.0786 -1.9802 -0.4056 0.871 -0.741 -0.368 0.08
H -0.1591 -0.6776 2.6119 -0.652 -0.539 0.237 0.07
H 0.8124 -2.0999 2.2051 -2.078 0.315 -0.108 0.11
H -1.0717 -2.3566 2.5298 1.401 1.258 -0.281 0.12
H 0.9807 1.8430 -2.6935 -0.835 -0.853 0.140 0.17
H -0.5612 1.9372 -2.0445 0.338 0.055 0.048 0.15
H -0.0893 0.2919 -2.3232 0.794 1.320 0.185 0.02
H -1.8054 -0.9482 -1.3458 -1.629 0.618 0.452 -0.12
```
Forces are in eV/Å.

Calculated values
net charge	+1
relative energy (zero: lowest compared OMol25 entry of this formula, charge and spin)	270.1	kJ/mol
orbital gap	9.74	eV

[3]
Formula: C7H26N10O7
Source: the Open Molecules 2025 dataset
Level of theory: the ωB97M-V functional and the def2-TZVPD basis

XYZ file:
```
50
Properties=species:S:1:pos:R:3:forces:R:3:lowdin_charge:R:1
C -36.2308 30.8108 -34.6232 -0.090 -0.710 0.136 -0.24
C -36.7952 30.1789 -35.8723 -0.730 0.472 0.012 -0.22
O -38.1057 30.7680 -36.0379 0.366 0.065 -0.052 -0.08
O -35.8466 32.1587 -34.8620 -0.509 -0.579 -0.155 -0.08
H -35.3858 30.2167 -34.2760 0.215 0.334 0.017 0.13
H -37.0198 30.7536 -33.8619 0.115 0.081 0.105 0.11
H -36.9303 29.1015 -35.7749 0.389 -0.075 0.023 0.12
H -36.1559 30.4588 -36.7140 0.027 -0.323 -0.070 0.13
H -38.4796 30.4511 -36.8650 -0.047 0.083 -0.020 0.09
H -36.6259 32.4872 -35.3314 0.226 0.476 -0.014 0.07
C -39.2881 34.7775 -33.2665 -0.181 0.154 -0.072 -0.66
O -39.1257 35.9632 -33.4425 0.112 0.060 0.195 0.05
N -38.4271 33.8230 -33.7992 -0.545 0.131 0.462 0.14
N -40.3504 34.2590 -32.5492 0.522 -0.305 -0.546 0.14
H -38.8176 32.8982 -33.8935 0.295 -0.027 -0.364 0.08
H -37.8682 34.1976 -34.5456 -0.011 -0.097 -0.140 0.09
H -40.7366 34.8402 -31.8289 -0.075 0.004 0.017 0.10
H -40.3648 33.2596 -32.4392 -0.166 0.123 0.462 0.08
C -33.6019 34.5015 -32.5247 0.294 -0.948 0.365 -0.63
O -33.6017 33.7708 -31.5349 -0.027 0.156 -0.044 0.00
N -34.4098 34.3019 -33.6115 0.718 0.981 0.403 0.18
N -32.7306 35.5499 -32.6403 -0.577 0.031 -0.218 0.16
H -34.9672 33.4605 -33.6366 -0.277 0.309 0.022 0.06
H -34.7703 35.1952 -33.9253 -0.559 -0.402 -0.629 0.07
H -32.5113 35.8408 -33.5767 0.249 0.183 0.122 0.08
H -32.0736 35.6668 -31.8920 0.124 0.049 -0.090 0.10
C -30.9267 32.0965 -28.7714 -0.215 -0.462 -0.214 -0.68
O -30.4392 31.0114 -28.5010 0.079 0.277 0.296 0.01
N -30.6713 33.2656 -28.0925 -0.157 0.458 -0.434 0.14
N -31.7830 32.2542 -29.8263 0.024 0.192 -0.140 0.15
H -30.3179 33.2971 -27.1563 0.098 -0.417 -0.008 0.10
H -31.1568 34.0826 -28.4192 -0.002 0.044 0.256 0.08
H -31.9849 31.4580 -30.4003 0.140 -0.141 0.135 0.10
H -32.2611 33.1016 -30.0896 -0.009 -0.019 0.097 0.05
C -34.2825 37.2495 -35.5497 -0.135 0.415 -1.108 -0.69
O -35.4302 36.9940 -35.2341 0.323 -0.395 0.628 0.03
N -33.5664 36.4505 -36.4159 -0.158 0.480 0.640 0.15
N -33.6526 38.4247 -35.2001 -0.300 -0.667 -0.052 0.15
H -33.9506 35.5445 -36.6070 0.140 -0.040 -0.210 0.10
H -32.6472 36.7259 -36.7054 0.062 -0.388 -0.110 0.09
H -32.7147 38.5899 -35.5142 0.073 0.186 0.355 0.09
H -34.0168 38.8536 -34.3683 0.143 0.300 -0.073 0.11
C -36.9291 32.5899 -29.4483 -0.209 -0.238 0.103 -0.68
O -36.8594 33.4332 -28.5742 0.166 0.018 0.022 0.02
N -37.6268 31.4127 -29.2467 0.125 0.394 -0.199 0.13
N -36.3434 32.7161 -30.6730 -0.368 -0.008 0.435 0.16
H -38.0820 31.3248 -28.3591 -0.104 -0.121 -0.030 0.09
H -37.7184 30.7079 -29.9529 -0.010 -0.077 0.143 0.08
H -35.6410 33.4305 -30.7711 0.097 -0.128 -0.321 0.07
H -36.5336 32.0436 -31.3905 0.337 0.111 -0.137 0.08
```
Forces are in eV/Å.

Calculated values
net charge	0
relative energy (zero: lowest compared OMol25 entry of this formula, charge and spin)	19.1	kJ/mol
orbital gap	9.41	eV
structure (SMILES)	NC(N)=O.NC(N)=O.NC(N)=O.NC(N)=O.NC(N)=O.OCCO

[4]
Formula: C5H16N3
Source: the Open Molecules 2025 dataset
Level of theory: the ωB97M-V functional and the def2-TZVPD basis

XYZ file:
```
24
Properties=species:S:1:pos:R:3:forces:R:3:lowdin_charge:R:1
C 1.5448 -1.4192 0.0714 -0.908 0.757 -0.884 -0.19
C 2.4607 -1.5927 -1.1263 0.982 -0.228 0.429 -0.07
C -0.9167 -1.1475 0.0919 0.103 0.276 -1.006 -0.43
N 0.2701 -0.7886 -0.4384 0.518 -1.260 0.830 0.08
N -1.0151 -1.9865 1.1095 -0.003 -0.172 0.728 0.23
N -2.0135 -0.6848 -0.5022 -0.334 -0.263 0.027 0.21
H 1.2919 -2.3888 0.4904 0.291 -0.086 0.175 0.10
H 1.9386 -0.7340 0.8164 0.203 -0.186 0.123 0.12
H 2.4924 -0.7192 -1.7760 -0.248 0.025 -0.033 0.09
H 2.2528 -2.5026 -1.6860 -0.318 0.140 -0.155 0.09
H 0.2820 -0.7706 -1.4482 -0.330 0.501 -0.052 0.15
H -0.2238 -2.2448 1.6674 0.292 -0.036 -0.163 0.12
H -1.8898 -2.3060 1.4915 -0.226 0.359 -0.162 0.14
H -1.9933 0.1463 -1.0622 0.386 0.117 -0.220 0.11
H -2.9136 -0.8752 -0.1167 -0.372 -0.249 0.240 0.13
H 3.4910 -1.7131 -0.7831 -0.069 -0.003 0.087 0.09
C -0.1469 3.1533 0.7501 0.147 -0.964 2.101 -0.16
C -1.1211 2.2896 -0.0316 -0.141 1.098 -0.476 -0.19
H -0.6679 3.8798 1.3746 0.066 0.663 -0.726 0.07
H 0.2804 2.5699 1.5863 0.028 -0.359 -0.389 0.06
H 0.7484 3.5017 0.2510 -0.376 0.535 -0.502 0.07
H -1.8040 1.7599 0.6292 0.279 -0.344 0.098 0.06
H -1.7846 2.9104 -0.6397 0.136 0.083 -0.129 0.07
H -0.5628 1.6625 -0.7193 -0.106 -0.403 0.060 0.04
```
Forces are in eV/Å.

Calculated values
net charge	+1
relative energy (zero: lowest compared OMol25 entry of this formula, charge and spin)	62.9	kJ/mol
orbital gap	11.47	eV